Entry from OMol25: a single CH5ClNO2P molecule in a non-equilibrium geometry (ωB97M-V/def2-TZVPD).

Calculated values
- charge = 0
- lowest unoccupied orbital energy (eV) = 0.1
- E_tot (eV) = -28515.7693
- SMILES = CO[P@](N)(=O)Cl
- energy above the lowest of the compared OMol25 structures with the same formula, charge and spin (kcal per mole) = 0.0
- frontier orbital gap (eV) = 10.707
- highest occupied orbital energy (eV) = -10.6

Cartesian coordinates (Å):
O  0.3805  0.9104  -1.5634
H  0.7734  1.1529  2.0268
P  0.6044  0.5333  -0.1553
C  -1.2912  -1.2153  -0.5124
Cl  2.5442  -0.8590  0.2569
O  -0.5596  -0.3791  0.4608
H  1.2131  2.5782  1.0190
H  -2.3142  -1.2747  -0.2984
H  -0.7570  -2.1659  -0.6181
N  0.7361  1.6135  1.0200
H  -1.3296  -0.8942  -1.6358

Forces on atoms 1 to 3 (eV/Å):
1.01 -0.06 1.26
-0.09 1.34 -2.90
0.24 -1.83 -0.82

Entry from OMol25: a single CH5ClNO2P molecule in a non-equilibrium geometry (ωB97M-V/def2-TZVPD).

Calculated values
- charge = 0
- 2S+1 = 3
- lowest unoccupied orbital energy (spin up / spin down) (eV) = 0.8 / -5.3
- E_tot (eV) = -28509.5268
- energy above the lowest of the compared OMol25 structures with the same formula, charge and spin (kcal per mole) = 61.4
- frontier orbital gap (spin up / spin down) (eV) = 4.742 / 6.267
- highest occupied orbital energy (spin up / spin down) (eV) = -3.9 / -11.6

Cartesian coordinates (Å):
O  -0.9712  0.7126  1.4871
Cl  -2.7165  -0.3755  -0.5863
C  1.0991  -1.2807  0.3302
H  -0.4360  2.4447  -0.2167
H  1.4937  -0.5338  1.1441
H  1.9816  -1.6049  -0.3155
N  -0.6128  1.6986  -0.8752
P  -1.0216  0.4206  0.0723
H  0.2689  1.3666  -1.4191
O  0.1275  -0.6552  -0.5476
H  0.7871  -2.1932  0.9267

Forces on atoms 1 to 3 (eV/Å):
0.87 0.47 1.89
-1.17 -0.82 -0.58
2.10 0.29 1.41

Entry from OMol25: 2 unconnected molecules or ions with the total composition CH5ClO2SSi in a non-equilibrium geometry (ωB97M-V/def2-TZVPD).

Calculated values
- charge = 0
- lowest unoccupied orbital energy (eV) = -1.0
- E_tot (eV) = -36448.5377
- energy above the lowest of the compared OMol25 structures with the same formula, charge and spin (kcal per mole) = 17.9
- frontier orbital gap (eV) = 9.752
- highest occupied orbital energy (eV) = -10.8

Cartesian coordinates (Å):
O  3.0042  -0.0618  2.2734
S  2.2326  -0.6036  3.3274
H  -0.0772  -1.0528  -2.5234
H  -2.2472  -1.1119  -0.0130
C  -0.2643  -0.0340  -2.0461
H  -2.2918  1.3199  -0.8489
Si  -1.4138  0.0153  -0.5122
H  0.6756  0.4641  -1.8710
O  1.3134  0.3634  3.8861
H  -0.8126  0.6602  -2.7425
Cl  -0.1189  0.0412  1.0701

Forces on atoms 1 to 3 (eV/Å):
1.23 -0.32 -1.08
-1.43 1.55 0.87
-0.32 1.43 0.60

Which formula does entry 3 have?
CH5ClO2SSi

E_tot of number 1 (CH5ClNO2P)?
-28515.7693 eV